Record 1
{"formula": "C30H62ClN2O9", "method": "ωB97M-V with the def2-TZVPD basis set", "species": ["C", "C", "O", "C", "O", "C", "C", "C", "C", "C", "N", "C", "C", "C", "O", "N", "O", "C", "C", "Cl", "C", "C", "H", "H", "H", "H", "H", "H", "H", "H", "H", "H", "H", "H", "H", "H", "H", "H", "H", "H", "H", "H", "H", "H", "C", "C", "C", "O", "H", "H", "H", "H", "H", "H", "H", "H", "C", "C", "C", "O", "H", "H", "H", "H", "H", "H", "H", "H", "C", "C", "C", "O", "H", "H", "H", "H", "H", "H", "H", "H", "C", "C", "C", "O", "H", "H", "H", "H", "H", "H", "H", "H", "C", "C", "C", "O", "H", "H", "H", "H", "H", "H", "H", "H"], "positions_angstrom": [[-0.57479, -0.69674, 4.00711], [-0.61068, -1.60310, 2.78004], [0.68050, -2.16396, 2.45622], [1.44341, -1.37906, 1.64559], [2.29438, -0.64473, 2.06899], [1.15589, -1.57029, 0.17729], [1.90995, -0.57096, -0.68936], [1.24332, -0.32442, -2.06751], [1.27920, 1.13498, -2.42477], [2.50198, 1.58395, -2.86590], [2.69337, 2.87535, -3.15151], [1.72361, 3.78743, -3.02082], [0.47815, 3.42107, -2.58550], [-0.51449, 4.55622, -2.45741], [-1.13093, 4.54932, -1.18112], [-2.48574, 5.19441, -1.23795], [-3.30009, 4.40701, -1.40836], [0.23519, 2.06267, -2.29547], [-1.13511, 1.62332, -1.86253], [-0.94555, 0.86410, -0.24255], [-1.85062, 0.75132, -2.89853], [-3.05443, 0.00816, -2.34215], [0.46058, -0.45215, 4.23794], [-1.11242, 0.23272, 3.82978], [-1.00864, -1.19049, 4.87199], [-1.25511, -2.46180, 2.94557], [-0.99943, -1.06661, 1.91148], [0.07612, -1.53255, 0.03335], [1.45368, -2.59204, -0.07056], [2.03682, 0.36976, -0.15814], [2.90669, -0.97481, -0.86501], [0.23959, -0.73688, -2.07455], [1.80990, -0.84722, -2.83733], [3.34077, 0.91103, -2.97305], [3.60941, 3.18578, -3.44704], [1.98054, 4.81226, -3.23687], [-1.24882, 4.49722, -3.26747], [0.03106, 5.49413, -2.58042], [-1.76452, 2.47572, -1.66690], [-1.15021, 0.08792, -3.40299], [-2.21216, 1.45945, -3.64948], [-3.61930, 0.67350, -1.68608], [-2.78255, -0.87700, -1.77279], [-3.73668, -0.29489, -3.13084], [5.27427, -1.33712, -5.92854], [5.47300, -1.07459, -4.44609], [6.36730, -2.11351, -3.79435], [4.20157, -1.01674, -3.77192], [4.80044, -2.31044, -6.08012], [4.63221, -0.57807, -6.37642], [6.22748, -1.33946, -6.45614], [5.90619, -0.08251, -4.30533], [5.92233, -3.10761, -3.88880], [6.49738, -1.90244, -2.73314], [7.34890, -2.13598, -4.26654], [3.78884, -1.88260, -3.86875], [2.02082, -3.97828, 4.86185], [1.91104, -4.71049, 6.18995], [3.26748, -4.90641, 6.84882], [1.24567, -5.96213, 6.02234], [2.63028, -4.55663, 4.16052], [1.03840, -3.84609, 4.41437], [2.48089, -2.99651, 4.98260], [1.26451, -4.14222, 6.86085], [3.91385, -5.51214, 6.20721], [3.15971, -5.42511, 7.80098], [3.76365, -3.95134, 7.02621], [1.78615, -6.50537, 5.43881], [3.34407, 2.75494, 1.84453], [2.50774, 3.88102, 1.26242], [1.04110, 3.75523, 1.63656], [2.65364, 3.92600, -0.16838], [2.99380, 1.78626, 1.47240], [4.39136, 2.86689, 1.56385], [3.27704, 2.73780, 2.93189], [2.89241, 4.84141, 1.60639], [0.63123, 2.81449, 1.25600], [0.45901, 4.57218, 1.20797], [0.91335, 3.76625, 2.71940], [2.33591, 3.07366, -0.48924], [-6.02382, -3.84950, -1.74429], [-6.56797, -2.74620, -2.63695], [-7.52068, -3.28499, -3.69070], [-5.49548, -2.02031, -3.24930], [-5.46374, -4.57594, -2.33990], [-5.34932, -3.43855, -0.99254], [-6.82918, -4.37869, -1.23489], [-7.08554, -2.00677, -2.02440], [-7.00276, -3.99572, -4.34077], [-7.90179, -2.47607, -4.31342], [-8.36578, -3.79873, -3.23233], [-5.01414, -2.63908, -3.80990], [-2.91947, 2.74854, 2.23304], [-3.78420, 2.40336, 3.43577], [-4.41885, 3.63406, 4.06219], [-3.02095, 1.67502, 4.39682], [-2.09712, 3.40573, 2.53272], [-2.48733, 1.84071, 1.81402], [-3.49637, 3.25596, 1.45659], [-4.56821, 1.71071, 3.12541], [-3.64399, 4.31912, 4.41799], [-5.03532, 3.35371, 4.91535], [-5.04175, 4.16848, 3.34375], [-2.32109, 2.25363, 4.71916]], "forces_ev_per_angstrom": [[0.25, 0.01, -0.14], [-0.22, -0.03, 0.16], [0.11, 0.14, -0.15], [0.13, 0.07, 0.22], [-0.19, -0.18, -0.05], [0.13, -0.06, 0.03], [0.00, -0.24, -0.32], [-0.01, -0.22, 0.12], [-0.02, -0.09, -0.07], [0.23, 0.09, 0.04], [-0.03, 0.12, -0.11], [0.27, 0.09, 0.05], [-0.16, -0.10, 0.09], [-0.01, 0.17, 0.00], [0.07, -0.35, 0.04], [-0.01, 0.24, -0.06], [-0.02, -0.08, 0.04], [-0.19, 0.34, -0.06], [-0.06, -0.18, -0.01], [-0.19, 0.06, 0.04], [0.01, 0.06, -0.03], [-0.15, 0.21, 0.06], [0.05, 0.03, 0.02], [-0.11, -0.07, 0.04], [-0.01, 0.01, 0.07], [-0.02, -0.05, -0.04], [0.02, 0.00, -0.09], [0.02, 0.01, -0.03], [-0.05, -0.07, 0.06], [-0.06, 0.01, 0.12], [0.15, 0.22, 0.07], [-0.06, 0.13, -0.02], [-0.06, -0.07, -0.04], [0.11, -0.06, -0.14], [0.05, -0.03, 0.01], [0.09, 0.02, -0.01], [-0.14, -0.11, 0.05], [-0.01, 0.04, -0.12], [0.01, 0.15, 0.10], [-0.03, -0.10, -0.03], [0.12, 0.01, -0.12], [-0.04, -0.07, 0.07], [0.07, -0.01, 0.05], [0.05, -0.09, -0.08], [-0.10, 0.06, 0.02], [0.09, -0.16, -0.08], [-0.05, 0.03, 0.10], [-0.05, 0.14, 0.02], [0.04, -0.03, 0.00], [0.02, 0.01, 0.01], [0.01, -0.01, 0.00], [-0.02, 0.03, 0.03], [0.02, -0.01, -0.05], [0.01, 0.02, -0.01], [0.00, 0.00, -0.02], [0.02, -0.03, 0.01], [-0.05, -0.06, 0.04], [0.14, 0.00, -0.07], [-0.04, -0.05, 0.04], [-0.04, 0.06, 0.02], [0.05, 0.02, 0.02], [-0.03, 0.01, 0.00], [0.00, 0.00, -0.01], [-0.04, -0.01, 0.02], [0.02, 0.03, -0.02], [-0.01, 0.01, 0.00], [0.00, 0.01, -0.01], [0.00, -0.03, 0.00], [0.03, 0.01, -0.17], [0.00, -0.04, 0.22], [-0.03, 0.08, -0.09], [-0.03, -0.05, -0.17], [-0.02, 0.01, 0.10], [0.01, 0.03, 0.02], [-0.02, -0.02, 0.01], [0.02, 0.04, -0.04], [0.01, -0.03, 0.04], [0.02, 0.00, 0.00], [0.02, -0.02, 0.02], [0.00, -0.06, 0.12], [0.08, 0.06, 0.02], [-0.04, -0.14, -0.02], [0.02, 0.08, -0.05], [0.02, 0.01, 0.03], [-0.04, -0.03, -0.01], [-0.02, 0.01, 0.00], [-0.01, -0.01, -0.01], [0.01, 0.04, 0.00], [-0.01, -0.04, 0.03], [-0.01, 0.01, 0.02], [0.00, -0.01, 0.01], [-0.02, -0.01, -0.03], [0.03, -0.06, 0.04], [0.00, 0.15, -0.02], [0.02, -0.05, 0.07], [-0.04, -0.02, -0.06], [-0.02, 0.04, -0.01], [-0.03, 0.03, -0.02], [-0.02, -0.01, 0.02], [-0.01, -0.03, 0.02], [0.01, 0.02, -0.04], [-0.01, -0.01, -0.01], [0.01, 0.00, -0.01], [-0.02, 0.04, 0.07]], "max_force_ev_per_a": 0.404, "de_lowest_kcal_mol": 0.0, "lumo_energy_ev": -3.90, "energy_ev": -66036.894, "charge": 1, "orbital_gap_ha": 0.27240}



Record 2
{"formula": "C6H14N2O", "method": "ωB97M-V with the def2-TZVPD basis set", "species": ["C", "C", "C", "C", "O", "H", "H", "H", "H", "H", "H", "H", "H", "C", "N", "C", "N", "H", "H", "H", "H", "H", "H"], "positions_angstrom": [[0.24754, -1.47036, 0.27088], [2.00473, 1.21762, 0.43642], [-0.13931, -2.03120, -1.08667], [0.88366, 0.96579, -0.55032], [1.09817, 1.05984, -1.76407], [0.06925, -2.26267, 1.00946], [1.33294, -1.35517, 0.34577], [1.74342, 0.92423, 1.45282], [2.24754, 2.28291, 0.43507], [2.87163, 0.62587, 0.13273], [0.18423, -1.38242, -1.90381], [-1.22061, -2.17588, -1.16532], [0.33744, -3.00551, -1.24137], [-1.60789, 1.04309, -1.09172], [-0.57359, -0.08767, 2.17053], [-0.55646, 0.94365, 0.01320], [-0.74759, -0.30286, 0.78055], [-0.91526, 0.80912, 2.52299], [-0.95687, -0.85910, 2.72024], [-0.67848, 1.82881, 0.65248], [-2.61906, 0.95197, -0.68119], [-1.52059, 2.00697, -1.60239], [-1.48486, 0.27295, -1.85630]], "forces_ev_per_angstrom": [[-1.78, 0.08, 1.51], [0.00, -0.85, 0.17], [-0.14, 0.29, -0.25], [-0.02, 2.34, -1.71], [-0.38, -0.78, 2.03], [-0.22, 0.20, -0.02], [-0.04, 0.95, 0.00], [-0.15, 0.01, -0.01], [-0.01, -0.09, -0.18], [0.08, 0.30, -0.06], [-0.07, -0.04, 0.05], [0.12, 0.05, 0.08], [0.00, 0.16, 0.14], [-0.01, 0.15, -0.21], [1.17, -0.14, 1.41], [0.13, -0.70, -0.76], [1.12, -1.54, -1.57], [-0.15, -0.53, -0.63], [-0.18, 0.44, -0.49], [0.21, -0.28, 0.16], [0.25, 0.02, 0.09], [-0.02, -0.08, 0.05], [0.08, 0.04, 0.19]], "max_force_ev_per_a": 2.901, "smiles": "CCN(N)[C@H](C)C(C)=O", "de_lowest_kcal_mol": 67.8, "lumo_energy_ev": 0.90, "energy_ev": -11474.830, "charge": 0, "orbital_gap_ha": 0.31826}



- Which formula does entry 2 have?
  C6H14N2O